1.
A 4-piece molecular cluster, C31H41F3N overall. Source: the OMol25 dataset; level of theory: ωB97M-V/def2-TZVPD.

CARTESIAN COORDINATES (ANGSTROEM)
F  -2.258  7.252  3.805
F  0.678  4.020  5.753
F  4.044  -0.910  -1.159
N  -0.502  -0.502  -0.689
C  1.358  8.999  2.990
C  2.405  -0.704  -4.367
C  4.992  -0.680  -3.311
C  -1.066  7.834  3.537
C  -0.113  7.097  2.865
C  -0.679  3.316  1.960
C  0.106  -6.709  -1.604
C  -1.572  3.673  2.962
C  0.500  0.086  0.212
C  0.233  3.787  4.509
C  0.485  -3.622  0.772
C  1.146  3.438  3.533
C  -4.400  -4.480  -0.736
C  3.500  -0.579  -5.209
C  2.598  -0.816  -2.997
C  0.378  9.713  3.665
C  -1.119  3.912  4.251
C  1.187  -1.163  0.782
C  -2.816  -2.530  -1.022
C  -1.437  -2.472  -1.717
C  -0.851  9.133  3.947
C  4.784  -0.568  -4.679
C  -3.889  -3.421  -1.710
C  0.675  3.201  2.249
C  0.686  -2.352  -0.073
C  0.708  -5.439  -1.009
C  -0.464  -1.782  -0.841
C  1.110  7.692  2.593
C  -0.135  -4.853  0.121
C  3.884  -0.800  -2.501
C  -3.446  -4.069  -3.023
H  0.900  -1.306  1.823
H  -3.200  -1.509  -0.944
H  -0.657  -6.486  -2.352
H  -1.037  3.155  0.950
H  -0.232  -5.612  0.903
H  -1.504  -1.918  -2.659
H  -1.076  -3.468  -1.953
H  -1.174  0.070  -1.190
H  0.866  -7.324  -2.087
H  1.378  2.937  1.468
H  -3.611  -5.198  -0.490
H  -1.630  9.669  4.472
H  -4.724  -2.759  -1.952
H  0.853  -4.696  -1.803
H  -0.007  0.677  0.973
H  -3.283  -3.331  -3.812
H  -4.745  -4.031  0.197
H  -0.069  -3.341  1.672
H  2.313  9.460  2.777
H  -1.792  4.207  5.044
H  2.271  -1.085  0.736
H  1.873  7.129  2.070
H  -5.233  -5.035  -1.170
H  0.568  10.732  3.977
H  1.450  -2.558  -0.836
H  1.707  -5.648  -0.614
H  -2.624  3.789  2.740
H  1.487  -3.905  1.109
H  -0.333  6.080  2.567
H  5.638  -0.472  -5.337
H  -1.157  -4.656  -0.219
H  1.155  0.745  -0.358
H  -0.365  -7.318  -0.830
H  1.403  -0.715  -4.776
H  -2.667  -2.870  0.008
H  5.982  -0.673  -2.878
H  -4.220  -4.751  -3.374
H  2.195  3.360  3.783
H  3.355  -0.492  -6.277
H  -2.535  -4.660  -2.912
H  1.772  -0.896  -2.303

## Properties
- highest occupied orbital energy (eV) = -10.7
- net charge = +1
- strongest force on any atom (Eh/bohr) = 0.00684

---

2.
A 4-piece molecular cluster, C31H41F3N5O10PS overall. Source: the OMol25 dataset; level of theory: ωB97M-V/def2-TZVPD.

CARTESIAN COORDINATES (ANGSTROEM)
S  -1.460  3.112  -0.015
P  -0.479  0.375  -2.032
F  -4.152  4.074  -1.922
F  -3.379  3.767  -3.893
F  -2.235  4.771  -2.452
O  -2.714  2.375  -0.705
O  -1.719  4.468  0.233
O  -0.484  2.973  -1.262
O  4.603  0.841  -0.757
O  -1.013  2.488  1.177
O  5.355  -0.788  0.440
O  -4.029  -2.950  5.523
O  2.515  -4.456  -0.433
O  -4.748  -1.307  6.721
O  2.133  -3.448  1.435
N  2.760  -4.223  0.737
N  -4.083  -1.768  5.810
N  0.920  2.732  -3.739
N  5.201  0.398  0.206
N  -6.953  1.332  -1.602
C  -2.552  2.393  -2.126
C  -3.292  -0.830  5.000
C  -6.911  -0.139  -1.717
C  6.468  0.900  2.256
C  -2.552  -1.314  3.935
C  -4.629  -0.862  -2.751
C  6.085  3.624  1.855
C  6.981  1.813  3.162
C  5.571  2.717  0.943
C  5.697  -6.483  1.172
C  -0.026  -1.813  -3.594
C  1.739  1.035  -0.317
C  -3.089  3.777  -2.611
C  5.765  1.364  1.159
C  5.988  -6.286  2.515
C  3.893  -4.931  1.352
C  -1.840  0.933  3.454
C  -1.826  -0.425  3.160
C  -6.126  -0.577  -2.970
C  6.787  3.173  2.965
C  4.643  -5.803  0.584
C  -0.557  2.643  -3.688
C  4.177  -4.718  2.689
C  0.468  -0.349  -3.447
C  -3.312  0.518  5.311
C  -1.041  2.143  -2.335
C  -3.540  1.387  -2.751
C  -2.580  1.401  4.533
C  5.231  -5.402  3.271
C  -3.865  0.163  -1.884
C  0.433  0.213  -0.451
H  0.718  -0.841  -0.393
H  -6.304  0.115  -3.794
H  0.104  -2.344  -2.653
H  7.182  3.884  3.678
H  -0.939  1.948  -4.437
H  7.531  1.464  4.026
H  -6.753  1.794  -2.478
H  5.460  -5.249  4.317
H  -4.442  -1.877  -2.410
H  1.217  2.107  -4.478
H  -6.299  1.684  -0.917
H  4.415  -5.959  -0.460
H  -1.248  -0.791  2.321
H  6.290  -7.169  0.583
H  -2.538  -2.369  3.703
H  -4.444  0.514  -1.032
H  -1.273  1.626  2.838
H  -6.353  -0.503  -0.853
H  0.481  -2.335  -4.402
H  -7.927  -0.527  -1.690
H  2.572  0.445  0.026
H  1.578  1.794  0.454
H  -1.099  -1.775  -3.782
H  -4.492  1.862  -2.965
H  -0.953  3.619  -3.960
H  -2.590  2.458  4.764
H  6.808  -6.824  2.973
H  1.153  3.680  -4.000
H  -6.569  -1.520  -3.307
H  -4.161  -0.811  -3.739
H  3.588  -4.030  3.279
H  5.025  3.069  0.081
H  -3.150  1.091  -3.726
H  5.935  4.684  1.702
H  -3.889  0.886  6.147
H  0.284  0.131  -4.404
H  6.618  -0.158  2.413
H  -2.986  -0.339  -1.499
H  1.971  1.585  -1.223
H  1.530  -0.417  -3.205
H  -0.275  0.369  0.357

## Properties
- highest occupied orbital energy (eV) = -7.9
- structure (SMILES) = CCP(CC)[C@]1(CN)OS(=O)(=O)O[C@@]1(CCCCCN)C(F)(F)F.O=[N+]([O-])c1ccccc1.O=[N+]([O-])c1ccccc1.O=[N+]([O-])c1ccccc1
- net charge = 0
- strongest force on any atom (Eh/bohr) = 0.04560

---

3.
C31H42BN10O2S4Ti as an isolated structure. Source: the OMol25 dataset; level of theory: ωB97M-V/def2-TZVPD.

CARTESIAN COORDINATES (ANGSTROEM)
Ti  0.773  -1.258  0.262
S  1.763  0.995  -0.760
S  -0.081  -4.025  1.603
S  -0.159  0.241  2.857
S  -1.542  -1.713  -1.225
O  1.512  -1.900  -1.188
O  1.213  -4.598  1.898
N  -0.070  3.034  2.838
N  0.408  1.532  -3.171
N  -3.857  -1.426  0.332
N  1.265  -2.127  -2.473
N  0.045  -5.095  -1.245
N  -0.907  2.061  1.060
N  -0.811  1.375  -1.356
N  -0.026  -2.557  1.249
N  0.212  -3.404  -5.398
N  -2.524  0.306  0.183
C  0.635  3.428  4.096
C  0.923  2.261  5.033
C  -4.413  -3.150  1.950
C  -1.658  1.687  -2.392
C  -4.434  -0.368  1.020
C  -0.452  4.020  1.936
C  -5.876  -2.750  -0.078
C  0.313  -4.291  -2.013
C  1.467  2.763  -5.000
C  3.487  0.256  1.941
C  2.799  -0.934  2.156
C  -2.683  -0.989  -0.179
C  3.954  -1.937  0.260
C  0.437  -3.326  -4.275
C  2.820  1.089  -3.750
C  0.452  1.271  -1.838
C  0.698  -3.216  -2.876
C  -3.610  0.691  0.935
C  -3.657  -3.845  -0.316
C  4.635  -0.742  0.072
C  4.409  0.343  0.911
C  -0.960  3.424  0.848
C  0.966  0.294  -5.195
C  -0.258  4.429  4.834
C  1.427  1.422  -4.267
C  4.231  -3.133  -0.604
C  1.958  4.079  3.676
C  3.032  -2.029  1.315
C  -0.913  1.792  -3.504
C  -0.349  1.823  2.281
C  -4.445  -2.796  0.458
B  -1.166  0.968  0.063
H  -6.332  -3.732  0.033
H  -0.329  5.066  2.140
H  -2.641  -3.936  0.061
H  0.846  -0.625  -4.627
H  -5.879  -2.484  -1.135
H  3.331  1.098  2.602
H  4.967  1.258  0.765
H  -4.158  -4.805  -0.192
H  1.715  0.125  -5.967
H  -4.672  -4.200  2.084
H  2.231  2.729  -5.775
H  -5.117  -2.549  2.525
H  -3.412  -2.988  2.353
H  -3.617  -3.608  -1.377
H  0.021  0.526  -5.685
H  2.650  -3.007  1.576
H  3.492  1.027  -4.605
H  -1.219  2.025  -4.507
H  1.369  2.667  5.941
H  -1.365  3.845  -0.055
H  0.217  4.711  5.772
H  0.517  2.998  -5.478
H  -3.706  1.682  1.342
H  2.512  3.413  3.012
H  -6.495  -2.031  0.458
H  -5.384  -0.450  1.512
H  1.617  1.552  4.593
H  -2.716  1.813  -2.243
H  2.827  0.131  -3.238
H  -1.226  3.979  5.056
H  1.716  3.568  -4.308
H  -0.364  0.036  0.362
H  -0.421  5.338  4.256
H  5.365  -0.664  -0.723
H  2.180  -1.054  3.033
H  1.792  5.021  3.155
H  2.567  4.276  4.558
H  3.432  -3.869  -0.524
H  4.343  -2.838  -1.648
H  0.012  1.732  5.302
H  5.164  -3.608  -0.293
H  3.188  1.855  -3.072

## Properties
- highest occupied orbital energy (eV) = -10.4
- relative energy (zero: lowest compared OMol25 entry of this formula, charge and spin) (kJ/mol) = 242.9
- net charge = +1
- strongest force on any atom (Eh/bohr) = 0.06168

---

Let's list LUMO level in order: -3.42 -0.60 -4.14 eV.